7 unconnected molecules or ions with the total composition C23H60BrNO7P in a non-equilibrium geometry, computed with ωB97M-V with the def2-TZVPD basis set.

Last column: Löwdin charge in e.
Atoms and positions in Å:
C  -0.2496  2.0942  1.0306  -0.125
C  -0.8243  0.9810  0.6871  -0.320
P  -0.0366  -0.7491  0.9803  0.460
C  0.9910  -0.6914  -0.6429  -0.325
C  2.4878  -0.9678  -0.4129  -0.252
N  2.8907  -2.3772  -0.6033  -0.084
C  3.1505  -3.0916  0.6453  -0.211
C  4.2833  -2.5442  1.5664  -0.081
C  3.9157  -2.5363  -1.5762  -0.487
C  5.2620  -1.8418  -1.4901  0.006
O  3.7036  -3.2189  -2.5226  0.103
C  -1.1115  -0.9972  2.5861  -0.410
C  -0.7385  -0.0825  3.7274  -0.745
C  -0.1592  -0.8239  4.9155  -0.184
Br  -2.4190  0.7746  4.4327  0.626
H  -0.8093  3.0120  1.1119  0.013
H  0.8047  2.0979  1.2669  0.036
H  -1.8137  1.0214  0.2308  0.057
H  1.0313  -0.1182  1.7727  0.005
H  0.5100  -2.1051  1.2018  -0.028
H  -1.1501  -1.3532  0.2372  -0.013
H  0.5951  -1.3903  -1.3742  0.063
H  0.9287  0.3026  -1.0929  0.054
H  2.7469  -0.5631  0.5719  0.088
H  3.0339  -0.3725  -1.1501  0.097
H  2.2517  -3.1941  1.2332  0.069
H  3.4290  -4.1075  0.3554  0.103
H  3.8086  -2.2118  2.4901  0.065
H  4.9603  -3.3349  1.8743  0.064
H  4.8090  -1.6718  1.1860  0.023
H  5.8291  -2.0522  -2.3828  0.075
H  5.1090  -0.7754  -1.3749  0.065
H  5.8042  -2.2395  -0.6422  0.070
H  -0.9553  -2.0280  2.9030  0.043
H  -2.1506  -0.9258  2.2820  0.041
H  -0.0648  0.7134  3.4342  0.052
H  -0.9277  -1.4039  5.4144  0.053
H  0.2318  -0.1099  5.6383  0.060
H  0.6798  -1.4413  4.6036  0.079
C  2.2349  -6.6423  -1.8959  -0.095
C  1.3410  -6.3263  -3.0800  -0.334
O  0.6914  -5.0788  -2.9010  -0.084
H  1.6519  -6.6655  -0.9739  0.074
H  2.7336  -7.6072  -2.0211  0.067
H  2.9947  -5.8673  -1.7761  0.056
H  0.5656  -7.0859  -3.1882  0.104
H  1.9262  -6.2967  -4.0073  0.105
H  1.3802  -4.4050  -2.8182  0.064
C  -1.6761  -5.0428  3.9007  -0.094
C  -0.2318  -5.2711  3.4962  -0.317
O  0.6276  -5.1811  4.6347  -0.094
H  -1.7918  -4.0640  4.3674  0.065
H  -2.3380  -5.0989  3.0352  0.077
H  -1.9932  -5.7911  4.6338  0.067
H  0.0874  -4.5139  2.7806  0.098
H  -0.1068  -6.2557  3.0321  0.105
H  0.3491  -5.8564  5.2627  0.071
C  7.5527  1.7080  0.5464  -0.093
C  6.2378  1.1137  1.0176  -0.304
O  6.3461  -0.2954  1.2060  -0.110
H  7.8665  1.2420  -0.3888  0.074
H  7.4631  2.7844  0.3903  0.072
H  8.3431  1.5275  1.2797  0.069
H  5.4562  1.2769  0.2765  0.111
H  5.9207  1.5760  1.9576  0.112
H  7.0258  -0.4539  1.8713  0.092
C  -3.6065  3.7051  1.1471  -0.098
C  -4.9002  3.1548  1.7159  -0.327
O  -4.8137  1.7535  1.9161  -0.107
H  -3.3657  3.2184  0.2005  0.063
H  -3.6783  4.7838  0.9819  0.068
H  -2.7770  3.5099  1.8276  0.058
H  -5.7312  3.3307  1.0305  0.103
H  -5.1341  3.6417  2.6708  0.107
H  -4.0808  1.5899  2.5270  -0.020
C  -3.2156  4.3384  -2.7206  -0.082
C  -4.3824  5.2518  -2.4006  -0.310
O  -5.5840  4.7690  -3.0127  -0.095
H  -3.0729  4.2685  -3.8001  0.076
H  -2.2947  4.7060  -2.2663  0.081
H  -3.4067  3.3278  -2.3529  0.072
H  -4.2000  6.2552  -2.7851  0.104
H  -4.5342  5.3204  -1.3197  0.096
H  -5.7504  3.8851  -2.6660  0.085
C  -7.1132  7.0745  -6.0476  -0.094
C  -5.6657  6.8686  -6.4557  -0.322
O  -4.7980  6.9593  -5.3333  -0.089
H  -7.2385  8.0485  -5.5725  0.073
H  -7.7776  7.0165  -6.9124  0.069
H  -7.4181  6.3179  -5.3216  0.071
H  -5.3552  7.6356  -7.1649  0.107
H  -5.5369  5.8892  -6.9296  0.109
H  -5.0632  6.2738  -4.7084  0.040

Atoms 1-3, force components in eV/Å:
0.489 1.255 0.375
-0.551 -1.645 -0.296
-0.808 -0.755 -1.143

Calculated values
Gap between HOMO and LUMO (eV): 6.3
Charge: -1
Relative energy (zero: lowest compared OMol25 entry of this formula, charge and spin) (kJ/mol): 60.5
Highest occupied orbital energy (eV): -3.971
E_tot (eV): -119973.66747


A molecular structure, C23H60N5O10 in a non-equilibrium geometry, computed with ωB97M-V with the def2-TZVPD basis set.

Last column: Löwdin charge in e.
Atoms and positions in Å:
N  -7.0952  20.5855  -7.7426  -0.470
O  -7.2100  19.3478  -7.7597  -0.111
O  -7.9988  21.2621  -8.2156  -0.146
O  -6.1059  21.0904  -7.2590  0.045
C  -9.6925  23.0858  -4.5479  -0.067
C  -9.0318  22.1022  -5.4352  -0.426
C  -9.8528  21.5547  -6.6193  -0.029
O  -7.9114  22.7440  -6.0034  -0.043
H  -10.7118  22.7263  -4.4072  0.097
H  -9.6970  24.1112  -4.9177  0.027
H  -9.1672  23.0742  -3.5929  0.028
H  -8.7675  21.3119  -4.7326  0.112
H  -10.7656  21.0855  -6.2520  0.084
H  -9.2165  20.8452  -7.1483  0.045
H  -10.1673  22.4295  -7.1885  0.013
H  -7.1883  22.7090  -5.3729  -0.303
C  -4.4295  25.1044  -9.7054  -0.097
O  -5.7924  24.5901  -9.5426  -0.175
C  -6.4973  24.4939  -10.8060  -0.203
C  -7.9637  24.2120  -10.4738  -0.202
N  -8.1241  22.8410  -10.0204  -0.040
C  -9.5100  22.4664  -9.6949  -0.210
C  -10.3294  23.3991  -8.7624  -0.154
O  -9.6542  23.7287  -7.5254  -0.238
C  -10.3919  24.6493  -6.6422  -0.055
H  -3.7635  25.1777  -8.8457  0.080
H  -4.4777  25.9979  -10.3278  0.068
H  -3.8622  24.4687  -10.3853  0.068
H  -6.0702  23.6490  -11.3462  0.118
H  -6.4821  25.3550  -11.4740  0.108
H  -8.6075  24.3995  -11.3331  0.104
H  -8.4055  24.8500  -9.7083  0.117
H  -7.8413  22.1652  -10.7157  0.105
H  -9.4636  21.4499  -9.3042  0.036
H  -10.0122  22.4569  -10.6623  0.113
H  -11.2306  22.8648  -8.4619  0.129
H  -10.6247  24.2237  -9.4112  0.112
H  -11.1283  24.1624  -6.0029  0.084
H  -10.9186  25.4096  -7.2190  0.091
H  -9.6326  24.9479  -5.9195  0.074
C  -7.4757  18.2368  -5.6446  -0.116
O  -6.8470  19.1442  -4.7574  -0.176
C  -6.6981  20.4904  -5.3106  -0.228
C  -6.5792  21.5150  -4.1385  -0.049
N  -6.4815  22.8669  -4.7146  0.039
C  -5.9678  23.8609  -3.7760  -0.092
C  -6.9628  24.2698  -2.6326  -0.187
O  -7.1662  23.2624  -1.6494  -0.194
C  -8.4774  23.0099  -1.2091  -0.114
H  -7.5793  17.2782  -5.1363  0.100
H  -6.8396  18.1160  -6.5214  0.065
H  -8.4870  18.5092  -5.9466  0.027
H  -7.5421  20.6770  -5.9746  0.104
H  -5.8050  20.5905  -5.9274  0.065
H  -5.7911  21.2117  -3.4493  0.132
H  -7.5078  21.3850  -3.5828  0.116
H  -5.8049  22.8488  -5.4643  0.174
H  -5.7829  24.7810  -4.3304  0.123
H  -4.9809  23.6269  -3.3769  0.116
H  -7.8948  24.6737  -3.0282  0.107
H  -6.6831  25.1632  -2.0743  0.111
H  -9.0071  23.8824  -0.8267  0.087
H  -8.4519  22.2304  -0.4477  0.091
H  -9.0477  22.6504  -2.0656  0.053
C  -5.2446  17.2044  -4.6553  -0.063
C  -4.5551  18.3031  -5.4853  -0.293
C  -4.9240  18.3076  -6.9732  -0.185
O  -4.0245  19.0567  -7.8721  -0.170
C  -4.1772  18.5817  -9.2450  -0.093
N  -4.8496  19.6739  -4.9550  -0.013
H  -5.0427  17.2403  -3.5848  0.078
H  -4.8910  16.2009  -4.8921  0.077
H  -6.3320  17.2634  -4.6079  0.022
H  -3.4710  18.2064  -5.4265  0.129
H  -5.9259  18.7253  -7.0722  0.029
H  -5.1128  17.3011  -7.3466  0.127
H  -5.1917  18.7634  -9.5999  0.077
H  -3.9458  17.5167  -9.2654  0.070
H  -3.4746  19.0164  -9.9560  0.073
H  -4.1270  19.8221  -4.2650  0.081
H  -5.7060  19.5970  -4.4251  -0.045
C  -10.4465  19.9665  -10.0846  -0.098
C  -9.4791  19.6787  -8.9992  -0.429
C  -9.7637  18.3035  -8.3825  -0.134
O  -10.8698  18.3072  -7.4302  -0.147
C  -10.4002  18.6154  -6.0867  -0.115
N  -8.2138  19.6912  -9.7764  0.074
H  -11.4866  19.9780  -9.7589  0.089
H  -10.2841  19.2448  -10.8852  0.084
H  -10.4017  20.9816  -10.4791  0.034
H  -9.4915  20.4616  -8.2409  0.062
H  -8.8516  17.9414  -7.9082  0.105
H  -9.8640  17.5569  -9.1703  0.119
H  -10.2661  17.6930  -5.5218  0.095
H  -11.1812  19.2338  -5.6442  0.083
H  -9.4830  19.1889  -5.9528  0.041
H  -7.5787  19.5658  -9.0012  -0.048
H  -8.0887  20.6566  -10.0453  0.041

Atoms 1-3, force components in eV/Å:
0.682 3.564 -0.658
0.152 -0.515 1.498
3.977 1.972 2.292

Calculated values
Gap between HOMO and LUMO (eV): 6.6
Charge: -1
Relative energy (zero: lowest compared OMol25 entry of this formula, charge and spin) (kJ/mol): 2380.9
Highest occupied orbital energy (eV): -3.934
E_tot (eV): -52718.38187


4 unconnected molecules or ions with the total composition C23H61BrN10O3P4 in a non-equilibrium geometry, computed with ωB97M-V with the def2-TZVPD basis set.

Last column: Löwdin charge in e.
Atoms and positions in Å:
C  0.4112  -2.5497  -4.0007  -0.140
N  0.1033  -1.1273  -3.9465  -0.309
C  -0.4328  -0.7245  -5.2488  -0.151
P  0.9838  0.1117  -3.1081  0.758
O  -0.2728  0.9793  -2.9161  -0.315
N  1.0413  -0.2954  -1.4205  -0.344
C  0.6558  -1.5967  -0.9026  -0.158
C  0.5547  0.7284  -0.4896  -0.170
N  2.4754  -0.8273  -3.3466  -0.258
C  3.5577  -0.6473  -2.3549  -0.123
C  3.0906  -0.4575  -4.6465  -0.127
H  1.2903  -2.7729  -4.6173  0.074
H  -0.4311  -3.1043  -4.4295  0.082
H  0.5609  -2.9988  -3.0240  0.049
H  0.3192  -0.8197  -6.0389  0.062
H  -0.7738  0.3141  -5.2427  0.069
H  -1.2960  -1.3386  -5.5254  0.078
H  -0.3862  -1.8402  -1.1391  0.080
H  0.7745  -1.6427  0.1857  0.068
H  1.3195  -2.3804  -1.2751  0.061
H  -0.5389  0.7327  -0.4254  0.038
H  0.8885  1.7231  -0.7943  0.063
H  0.9521  0.5659  0.5175  0.074
H  3.7791  0.4109  -2.1892  0.070
H  4.4751  -1.1445  -2.6871  0.086
H  3.3234  -1.1086  -1.3957  0.070
H  3.3858  0.5954  -4.6572  0.051
H  2.3988  -0.6112  -5.4772  0.066
H  3.9697  -1.0711  -4.8586  0.088
C  -2.0968  -5.5744  5.4166  -0.137
N  -3.1951  -4.6209  5.3391  -0.306
C  -3.3419  -4.2030  3.9434  -0.153
P  -3.6288  -3.4133  6.5073  0.763
O  -5.1125  -3.4349  6.0994  -0.313
N  -3.9586  -4.1951  8.0229  -0.353
C  -3.6325  -5.5857  8.2878  -0.146
C  -5.2627  -3.9084  8.6301  -0.153
N  -1.9215  -3.2883  6.9865  -0.272
C  -1.6342  -2.8541  8.3707  -0.130
C  -1.2406  -2.2879  6.1281  -0.139
H  -1.1145  -5.1060  5.2803  0.076
H  -2.2002  -6.3366  4.6363  0.084
H  -2.0763  -6.1383  6.3437  0.049
H  -2.4634  -3.6487  3.5976  0.047
H  -4.2140  -3.5581  3.8022  0.057
H  -3.4797  -5.0675  3.2858  0.082
H  -4.1354  -6.2651  7.5900  0.088
H  -3.9184  -5.8743  9.3054  0.080
H  -2.5530  -5.7487  8.2596  0.062
H  -6.0631  -4.5053  8.1775  0.080
H  -5.5176  -2.8516  8.5264  0.069
H  -5.2494  -4.1184  9.7043  0.076
H  -2.1855  -1.9449  8.6293  0.088
H  -0.5647  -2.6592  8.5023  0.082
H  -1.8684  -3.6243  9.1052  0.069
H  -1.6735  -1.2918  6.2662  0.082
H  -1.3291  -2.5388  5.0691  0.058
H  -0.1708  -2.2398  6.3460  0.085
C  7.2939  5.6384  -4.5959  -0.138
N  6.4848  4.6862  -5.3446  -0.308
C  7.1179  4.4721  -6.6484  -0.148
P  4.7557  4.5413  -5.3439  0.770
O  4.7998  3.0379  -5.6720  -0.313
N  4.2208  4.2442  -3.7185  -0.343
C  5.0823  4.3895  -2.5577  -0.139
C  3.3844  3.0581  -3.5208  -0.161
N  4.6258  6.2856  -5.0266  -0.272
C  3.4194  6.7586  -4.3132  -0.126
C  4.6153  7.0215  -6.3143  -0.140
H  7.2194  6.6608  -4.9854  0.075
H  8.3512  5.3544  -4.6392  0.084
H  7.0644  5.6635  -3.5354  0.049
H  7.1096  5.3849  -7.2530  0.062
H  6.6097  3.6928  -7.2224  0.070
H  8.1580  4.1509  -6.5321  0.080
H  5.9575  3.7318  -2.6115  0.089
H  4.5436  4.1600  -1.6315  0.083
H  5.3984  5.4269  -2.4301  0.063
H  3.9847  2.1425  -3.4647  0.051
H  2.6616  2.9507  -4.3333  0.074
H  2.8002  3.1373  -2.5981  0.081
H  2.5042  6.3702  -4.7701  0.090
H  3.3704  7.8525  -4.3169  0.083
H  3.4258  6.4845  -3.2586  0.070
H  3.7404  6.7512  -6.9144  0.083
H  5.5022  6.8007  -6.9114  0.062
H  4.6116  8.1024  -6.1541  0.085
Br  -2.1115  -0.7572  1.7608  0.113
P  -4.4305  -0.6276  1.6067  0.434
C  -6.3354  -0.5969  1.6770  -0.383
C  -7.1180  0.5139  2.4562  -0.063
C  -8.6571  0.3996  2.4771  -0.136
N  -9.4689  -0.6021  1.8719  -0.001
C  -8.7388  -1.5756  1.1340  -0.136
C  -7.2079  -1.6856  0.9590  -0.060
H  -4.3279  0.7559  1.2674  -0.005
H  -4.4465  -1.7273  0.6900  -0.010
H  -4.4457  -0.9370  3.0224  -0.012
H  -6.5708  1.3643  2.9814  0.087
H  -9.2145  1.2174  3.0665  0.102
H  -9.3638  -2.3861  0.6054  0.102
H  -6.7529  -2.5266  0.3374  0.082

Atoms 1-3, force components in eV/Å:
0.442 -0.144 -0.057
-0.201 -0.234 -1.161
-0.398 0.416 0.186

Calculated values
Gap between HOMO and LUMO (eV): 6.8
Charge: 0
Highest occupied orbital energy (eV): -7.789
Structure (SMILES): CN(C)P(=O)(N(C)C)N(C)C.CN(C)P(=O)(N(C)C)N(C)C.CN(C)P(=O)(N(C)C)N(C)C.Br[PH3]c1ccncc1
E_tot (eV): -153070.09802